A 8-piece molecular cluster, C10H14Cl28IN2P2 overall at a distorted geometry. Source: the OMol25 dataset; level of theory: ωB97M-V with the def2-TZVPD basis set.

Calculated values
Multiplicity: 1
HOMO-LUMO gap, eV: 5.518
E_LUMO, eV: 1.340
E_HOMO, hartree: -0.1535
Charge: -1

```
57
Properties=species:S:1:pos:R:3:mulliken_charge:R:1
C 0.019 -1.484 0.843 -0.277
C 0.816 -1.157 -0.567 0.297
C 2.377 -1.737 -0.469 -0.644
N 3.430 -0.670 -0.672 -0.534
P 3.757 0.279 0.801 -0.142
I 6.181 0.505 0.209 -0.385
P 3.242 2.083 -0.400 0.331
N 1.890 2.821 0.097 -0.594
H -0.989 -2.087 0.638 0.188
H 0.653 -2.187 1.569 -0.124
H -0.199 -0.508 1.491 0.072
H 0.938 0.028 -0.599 -0.260
H 0.258 -1.523 -1.531 0.321
H 2.592 -2.325 0.520 0.272
H 2.474 -2.485 -1.394 0.230
H 4.327 -1.215 -0.845 0.287
H 4.076 1.077 1.981 0.162
H 4.054 -0.894 1.607 0.056
H 2.401 0.202 1.282 -0.165
H 4.343 3.039 -0.392 0.028
H 3.086 1.663 -1.785 0.015
H 1.223 2.777 -0.722 0.026
C -1.358 -4.111 3.554 0.171
Cl -1.884 -5.165 4.891 -0.127
Cl 0.230 -3.405 3.945 -0.005
Cl -1.230 -5.070 2.058 -0.053
Cl -2.548 -2.806 3.323 0.004
C -2.216 1.688 -1.397 0.369
Cl -3.752 2.589 -1.464 -0.167
Cl -2.407 0.126 -2.233 -0.110
Cl -0.936 2.636 -2.194 -0.083
Cl -1.771 1.401 0.304 -0.033
C -2.389 5.074 -5.069 0.215
Cl -2.850 6.794 -5.140 -0.061
Cl -3.070 4.337 -3.597 -0.014
Cl -3.022 4.230 -6.504 -0.072
Cl -0.613 4.937 -5.035 -0.085
C -5.260 -0.621 5.891 0.332
Cl -6.716 -1.583 6.250 -0.104
Cl -5.486 1.043 6.487 -0.095
Cl -3.850 -1.354 6.697 -0.075
Cl -4.988 -0.589 4.131 -0.071
C -1.597 7.382 -9.348 0.304
Cl -3.340 7.734 -9.246 -0.106
Cl -0.681 8.911 -9.342 -0.100
Cl -1.107 6.391 -7.951 0.000
Cl -1.258 6.493 -10.855 -0.106
C 2.439 0.349 4.778 0.298
Cl 3.114 -1.182 4.165 -0.098
Cl 2.296 1.514 3.437 -0.061
Cl 0.828 0.050 5.478 -0.092
Cl 3.517 1.015 6.030 -0.127
C 0.191 -9.003 1.259 0.334
Cl -0.805 -10.452 0.971 -0.103
Cl 0.196 -7.986 -0.204 -0.100
Cl -0.486 -8.078 2.622 -0.046
Cl 1.859 -9.495 1.645 -0.095
```

=====

C10H14Cl2F12N2O11S4V as an isolated structure at a distorted geometry. Source: the OMol25 dataset; level of theory: ωB97M-V with the def2-TZVPD basis set.

Calculated values
Multiplicity: 2
HOMO-LUMO gap (alpha / beta), eV: 8.432 / 8.915
E_LUMO (alpha / beta), eV: -2.324 / -1.862
E_HOMO (alpha / beta), hartree: -0.3953 / -0.3961
Charge: 0

```
56
Properties=species:S:1:pos:R:3:mulliken_spin:R:1
O 29.538 -18.055 -18.538 -0.205
V 28.253 -18.792 -18.081 1.100
C 29.602 -18.814 -22.048 0.001
F 30.564 -19.590 -21.481 0.000
F 29.897 -17.480 -21.939 0.000
F 29.436 -19.239 -23.300 0.000
S 27.879 -19.179 -21.228 -0.007
O 27.430 -17.857 -20.842 0.012
O 27.009 -19.829 -22.252 0.000
N 28.270 -20.039 -19.702 0.063
S 28.181 -21.483 -20.281 0.002
O 26.852 -21.990 -20.448 0.001
O 29.011 -21.688 -21.448 0.004
C 28.984 -22.650 -18.945 0.004
F 30.259 -22.250 -18.885 -0.001
F 28.310 -22.617 -17.786 0.000
F 29.031 -23.884 -19.407 0.000
C 24.986 -15.833 -18.954 0.001
F 23.602 -15.744 -19.149 0.000
F 25.609 -15.896 -20.085 0.000
F 25.350 -14.803 -18.207 0.000
S 25.382 -17.444 -18.030 0.010
O 24.455 -17.664 -16.868 -0.001
O 25.460 -18.541 -18.961 0.002
N 27.041 -17.229 -17.559 0.005
S 26.880 -16.377 -16.186 0.006
O 25.651 -15.622 -15.829 0.002
O 27.348 -17.105 -15.024 0.004
C 28.194 -14.961 -16.546 0.003
F 29.438 -15.437 -16.407 0.000
F 28.036 -14.496 -17.765 0.000
F 27.943 -13.953 -15.731 0.000
C 25.975 -20.969 -17.199 0.007
O 27.259 -20.422 -16.969 -0.048
C 27.546 -20.368 -15.594 0.007
C 28.941 -20.070 -15.191 0.007
O 29.424 -18.927 -15.924 0.020
C 30.642 -18.355 -15.394 0.000
H 25.741 -20.995 -18.263 0.000
H 25.176 -20.295 -16.888 0.000
H 25.801 -22.016 -16.950 0.001
H 27.192 -21.312 -15.180 0.002
H 26.968 -19.548 -15.167 -0.004
H 29.558 -20.964 -15.285 -0.001
H 28.938 -19.919 -14.112 -0.001
H 31.368 -19.167 -15.350 0.000
H 30.508 -18.080 -14.348 0.001
H 31.006 -17.471 -15.918 -0.001
Cl 32.103 -19.517 -18.747 0.005
C 33.842 -19.295 -18.658 0.000
C 34.716 -20.392 -17.936 0.000
Cl 34.830 -21.786 -19.029 0.000
H 33.927 -18.301 -18.219 0.000
H 34.223 -19.167 -19.671 0.000
H 34.331 -20.695 -16.963 0.000
H 35.670 -19.917 -17.707 0.000
```

=====

C10H14Cl3FeN2OTe4 as an isolated structure. Source: the OMol25 dataset; level of theory: ωB97M-V with the def2-TZVPD basis set.

Calculated values
Multiplicity: 5
HOMO-LUMO gap (alpha / beta), eV: 6.286 / 6.276
E_LUMO (alpha / beta), eV: 2.388 / 2.339
E_HOMO (alpha / beta), hartree: -0.1432 / -0.1447
Charge: -1

```
35
Properties=species:S:1:pos:R:3:mulliken_spin:R:1
Fe 1.174 1.862 0.812 3.798
Cl -6.042 3.117 0.444 0.000
C -4.412 2.498 0.328 0.006
C -3.526 2.727 1.368 -0.005
C -2.247 2.231 1.243 -0.010
Cl -1.070 2.457 2.507 0.014
C -1.770 1.512 0.125 0.004
O -0.567 1.059 0.058 0.010
C -2.734 1.312 -0.886 0.003
Cl -2.249 0.423 -2.297 0.000
C -4.026 1.792 -0.797 -0.002
H -3.830 3.279 2.244 -0.001
H -4.723 1.618 -1.605 0.000
Te 1.243 3.065 -1.610 0.071
Te 3.599 4.390 -1.229 0.006
Te 4.572 2.519 0.425 0.029
Te 2.983 2.796 2.607 0.045
C -0.100 -2.523 -0.080 0.000
C 1.369 -2.256 -0.419 0.003
C 1.610 -2.533 -1.898 0.000
C 2.280 -3.132 0.434 0.000
N 1.763 -0.844 -0.231 -0.014
N 1.502 -0.295 1.059 0.037
H -0.373 -3.544 -0.354 0.000
H -0.756 -1.835 -0.617 0.000
H -0.303 -2.416 0.989 0.000
H 1.403 -3.578 -2.132 0.000
H 2.644 -2.308 -2.160 0.000
H 0.960 -1.911 -2.519 0.000
H 2.064 -4.188 0.264 0.000
H 2.134 -2.935 1.499 0.000
H 3.326 -2.942 0.191 0.000
H 1.242 -0.269 -0.889 0.002
H 2.255 -0.543 1.690 -0.002
H 0.606 -0.602 1.435 0.005
```

=====

C10H14ClFN2NaO as an isolated structure at a distorted geometry. Source: the OMol25 dataset; level of theory: ωB97M-V with the def2-TZVPD basis set.

Calculated values
Multiplicity: 1
HOMO-LUMO gap, eV: 9.126
E_LUMO, eV: -4.287
E_HOMO, hartree: -0.4929
Charge: +1

```
30
Properties=species:S:1:pos:R:3:mulliken_charge:R:1
C 0.901 -2.235 0.611 -0.893
C -0.470 -2.697 -0.179 0.100
O -0.179 -3.144 -1.582 -0.515
C -1.713 -1.634 -0.073 -0.856
C -1.348 -0.087 -0.469 1.060
Cl -3.002 0.732 -0.884 -0.252
C -0.459 0.049 -1.878 -0.163
N 0.157 0.138 -3.031 -0.478
C -0.727 0.795 0.772 0.317
C -2.049 1.397 1.601 -0.026
N -3.136 1.769 2.246 -0.648
C 0.148 2.106 0.318 -0.825
C 1.738 1.738 0.495 0.423
C 2.601 1.703 -0.899 -1.049
F 2.351 2.834 1.334 -0.392
H 0.571 -2.052 1.744 0.260
H 1.595 -3.195 0.648 0.458
H 1.453 -1.319 0.137 0.152
H -0.837 -3.690 0.373 0.257
H 0.753 -3.556 -1.507 0.373
H -2.091 -1.663 1.049 0.323
H -2.625 -2.045 -0.719 0.396
H -0.120 0.180 1.561 0.202
H -0.084 2.954 1.125 0.446
H -0.142 2.566 -0.718 0.361
H 1.936 0.742 1.077 0.164
H 2.635 2.713 -1.490 0.326
H 2.278 0.845 -1.628 0.247
H 3.726 1.458 -0.587 0.327
Na -3.864 2.597 0.554 0.906
```

=====

C10H14ClN2O3S5V as an isolated structure. Source: the OMol25 dataset; level of theory: ωB97M-V with the def2-TZVPD basis set.

Calculated values
Multiplicity: 3
HOMO-LUMO gap (alpha / beta), eV: 6.940 / 7.487
E_LUMO (alpha / beta), eV: -0.470 / 0.056
E_HOMO (alpha / beta), hartree: -0.2723 / -0.2731
Charge: 0

```
36
Properties=species:S:1:pos:R:3:mulliken_spin:R:1
V -0.687 1.279 0.954 2.152
O -3.544 -4.877 1.656 -0.001
C -3.011 -3.813 1.520 0.000
S -2.839 -2.989 -0.047 0.000
C -1.988 -1.587 0.561 -0.013
C -1.759 -1.533 1.883 0.027
S -0.888 -0.220 2.641 -0.089
S -2.332 -2.868 2.860 0.003
S -1.476 -0.351 -0.554 -0.040
Cl -4.012 2.617 2.612 0.002
C -2.914 3.960 2.189 0.003
C -1.710 3.292 1.579 0.001
O -0.709 2.998 2.270 -0.012
O -1.775 2.839 0.381 -0.017
H -2.648 4.484 3.100 0.000
H -3.426 4.601 1.479 0.000
C 0.937 1.534 -2.726 0.001
N 1.586 0.385 -2.105 0.003
C 2.308 -0.482 -3.028 0.000
C 1.702 0.281 -0.778 0.008
S 1.540 1.697 0.227 -0.031
N 2.005 -0.902 -0.233 -0.004
C 2.476 -1.013 1.143 0.006
C 1.498 -2.154 -0.797 0.001
H 0.537 1.215 -3.686 0.000
H 1.644 2.351 -2.881 0.000
H 0.117 1.891 -2.110 0.003
H 2.818 0.150 -3.756 0.000
H 1.638 -1.157 -3.563 0.000
H 3.053 -1.061 -2.492 0.000
H 3.094 -0.160 1.402 -0.001
H 3.073 -1.922 1.215 0.001
H 1.635 -1.072 1.838 -0.001
H 0.776 -1.940 -1.577 -0.002
H 0.976 -2.687 -0.001 0.000
H 2.303 -2.786 -1.176 0.000
```

=====

C10H14HfN3O5 as an isolated structure at a distorted geometry. Source: the OMol25 dataset; level of theory: ωB97M-V with the def2-TZVPD basis set.

Calculated values
Multiplicity: 1
HOMO-LUMO gap (alpha / beta), eV: 5.139 / 5.139
E_LUMO (alpha / beta), eV: -14.361 / -14.360
E_HOMO (alpha / beta), hartree: -0.7166 / -0.7166
Charge: +3

```
33
Properties=species:S:1:pos:R:3:mulliken_charge:R:1
O 0.253 0.077 -1.871 -0.413
C -0.684 -0.298 -1.107 0.079
Hf 0.959 0.175 0.248 0.532
O 4.268 0.257 -0.434 -0.082
C 3.120 0.242 -0.228 0.458
C -2.408 -0.778 -1.771 0.059
O -3.096 -0.844 -0.774 -0.260
C 0.727 -2.023 0.454 0.524
O 0.463 -3.147 0.620 -0.065
C 0.428 2.326 0.061 0.403
O -0.015 3.401 -0.026 -0.043
H -2.907 -0.982 -2.705 0.433
C -2.406 0.478 3.544 -1.138
N -1.103 0.234 4.155 0.039
C -1.104 -0.045 5.580 -0.788
C -0.017 0.188 3.351 0.790
N -0.233 0.368 2.041 -0.294
N 1.243 -0.016 3.770 0.011
C 1.680 -0.208 5.143 -0.839
C 2.284 0.001 2.725 -0.549
H -3.147 0.463 4.341 0.316
H -2.669 -0.301 2.816 0.465
H -2.441 1.465 3.066 0.421
H -0.721 -1.053 5.798 0.360
H -0.543 0.717 6.141 0.322
H -2.146 -0.004 5.910 0.259
H -1.221 0.600 1.917 0.207
H 1.262 -1.128 5.576 0.327
H 2.768 -0.313 5.138 0.291
H 1.432 0.660 5.773 0.352
H 2.122 -0.837 2.001 0.065
H 2.343 1.003 2.257 0.322
H 3.257 -0.191 3.191 0.437
```